Record 1
C32H41N6O3SSi2Ta | wB97M-V/def2-TZVPD

As for the energy relative to the best compared isomer or geometry (same formula, charge and spin): 134.0 kJ/mol. The calculation puts the HOMO energy at -13.886 eV. The value obtained for the lowest unoccupied orbital energy is -6.860 eV. The strongest force on any atom is 3.25 eV Å⁻¹. For the orbital gap, the calculation gives 7.03 eV.

ORCA input file:
```
! wB97M-V def2-TZVPD RIJCOSX def2/J DEFGRID3
* xyz 2 1
Ta 0.29790 -0.01164 0.21786
O -0.13172 -1.73441 -2.02441
C -1.10171 -2.77801 -2.01672
C -1.64773 -3.02879 -0.63854
C -2.03753 -4.31627 -0.31493
C -2.68062 -4.55090 0.88943
C -2.92692 -3.47797 1.72623
C -2.47968 -2.22844 1.33840
N -1.83960 -1.99021 0.18721
H 0.07147 -1.52516 -2.94329
H -0.66993 -3.70042 -2.40556
H -1.94328 -2.50232 -2.66052
H -1.85235 -5.12778 -1.00772
H -2.98886 -5.55015 1.16828
H -3.44717 -3.60281 2.66567
H -2.64585 -1.37605 1.98049
O 1.58959 0.54683 -0.91772
C 2.41605 1.42427 -1.56353
C 3.61360 0.99274 -2.10093
C 4.44278 1.90444 -2.72793
C 4.05985 3.23698 -2.83647
C 2.85443 3.65164 -2.30270
C 2.01571 2.74853 -1.65062
C 0.73774 3.15128 -1.06588
N -0.05476 2.43147 -0.27240
C -1.14856 3.22625 0.00760
C -1.01591 4.42313 -0.60929
N 0.17700 4.35910 -1.28216
H 3.89187 -0.04582 -1.99036
H 5.38889 1.57526 -3.13516
H 4.70512 3.95205 -3.32842
H 2.57660 4.69499 -2.38879
H -1.94504 2.89920 0.64838
H -1.65338 5.29001 -0.63351
H 0.56990 5.10150 -1.83642
C 3.71258 1.49545 1.43526
Si 2.27724 1.88406 2.57751
C 1.47472 3.53487 2.16362
C 2.93664 2.08207 4.31394
C 0.97106 0.45633 2.41184
C -0.40015 0.87614 2.74856
C -0.86058 1.45072 3.93771
C -2.19216 1.77993 4.05404
C -3.05938 1.55663 2.97652
C -2.54888 1.00605 1.83357
N -1.24892 0.66194 1.72919
Si 1.46762 -1.06928 3.50866
C 1.37929 -0.69554 5.33954
C 3.20927 -1.54325 3.02690
C 0.21802 -2.46169 3.36276
H 4.02437 2.39247 0.89124
H 3.48377 0.71946 0.70436
H 4.57670 1.15440 2.01087
H 1.80784 4.28457 2.88557
H 0.38501 3.50802 2.20131
H 1.77152 3.88398 1.17292
H 3.56958 2.97532 4.32571
H 3.55586 1.24094 4.63028
H 2.15416 2.23234 5.06051
H -0.16098 1.62804 4.74311
H -2.56946 2.21540 4.97092
H -4.10776 1.81189 3.03336
H -3.17135 0.83033 0.96752
H 2.02522 0.10637 5.68424
H 1.68832 -1.60697 5.86229
H 0.35829 -0.47795 5.66134
H 3.93339 -0.89685 3.53014
H 3.40253 -1.46399 1.95745
H 3.42495 -2.56896 3.34073
H -0.70548 -2.18988 3.88485
H 0.61844 -3.35079 3.86043
H -0.03525 -2.74221 2.34307
C -3.38163 1.36424 -3.54284
C -2.03420 1.67683 -3.65019
C -1.16871 1.23443 -2.67022
N -1.56947 0.52724 -1.60510
C -2.86667 0.21466 -1.51797
C -3.80107 0.60850 -2.46128
H -4.08576 1.68924 -4.29778
H -1.65826 2.25487 -4.48368
H -0.10851 1.44316 -2.74169
H -3.15475 -0.39453 -0.67628
H -4.83782 0.32303 -2.34467
O 3.19129 -1.78331 -0.51080
S 2.09323 -2.60842 -0.06686
N 0.86939 -1.88798 0.44574
*
```

Löwdin population analysis, charges in e, atoms 1 to 8: atom 1 (Ta): 1.9241, atom 2 (O): -0.1533, atom 3 (C): -0.1610, atom 4 (C): -0.2787, atom 5 (C): 0.0067, atom 6 (C): -0.0154, atom 7 (C): -0.0300, atom 8 (C): -0.1418


Record 2
C32H41NO3 | wB97M-V/def2-TZVPD

As for the energy relative to the best compared isomer or geometry (same formula, charge and spin): 0.0 kJ/mol. The calculation puts the HOMO energy at -7.490 eV. The value obtained for the lowest unoccupied orbital energy is 0.607 eV. The strongest force on any atom is 3.72 eV Å⁻¹. For the orbital gap, the calculation gives 8.10 eV.

ORCA input file:
```
! wB97M-V def2-TZVPD RIJCOSX def2/J DEFGRID3
* xyz 0 1
C 3.12125 -3.93257 -0.93534
C 2.04414 -2.99373 -1.39716
O 1.75642 -2.07146 -0.31824
C 0.57873 -1.43454 -0.47339
O -0.16267 -1.71230 -1.41740
C 0.36089 -0.25545 0.49137
C 0.93769 0.85641 -0.27975
C 2.46012 1.14054 -0.13491
C 2.91807 1.99735 0.87020
C 4.22706 2.48076 0.82415
C 5.11096 2.00028 -0.14995
C 4.67543 1.06736 -1.09819
C 3.33757 0.65871 -1.10778
C 0.21522 2.14098 -0.46452
C -0.17773 2.51074 -1.77400
C -0.00038 1.75310 -3.03706
N -0.93554 3.64806 -1.70611
C -1.78328 4.08547 -2.80199
C -0.98740 4.09640 -0.37567
C -1.71643 5.13862 0.16984
C -1.56090 5.37272 1.55215
C -0.75591 4.53048 2.34398
C -0.15573 3.37878 1.80749
C -0.24300 3.17627 0.43132
C 1.10812 -0.58363 1.83351
C 1.12154 -2.02706 2.33100
C -0.20508 -2.77454 2.50829
C -0.50548 -3.86869 1.50271
C -1.95564 -4.37804 1.56411
C -3.05302 -3.36282 1.19736
C -2.93646 -2.85512 -0.23236
C -3.73529 -1.59086 -0.53255
C -2.86092 -0.53916 -1.21685
C -2.23761 0.41909 -0.22600
C -1.18398 -0.07750 0.76174
O -1.59421 -0.25278 1.91181
H 3.50845 -4.48485 -1.79548
H 3.95968 -3.42232 -0.44764
H 2.71207 -4.67795 -0.24425
H 2.34407 -2.39471 -2.26412
H 1.13354 -3.53406 -1.65466
H 0.91562 0.49546 -1.31060
H 2.24142 2.29760 1.67492
H 4.53578 3.23641 1.54812
H 6.13228 2.37528 -0.17731
H 5.34934 0.68041 -1.86107
H 2.98108 -0.02744 -1.88614
H 0.93720 1.18662 -3.00219
H -0.80913 1.01390 -3.20272
H 0.04679 2.42941 -3.90029
H -2.18831 5.07630 -2.58508
H -1.19045 4.10855 -3.72319
H -2.62229 3.38503 -2.95913
H -2.35594 5.74486 -0.46866
H -2.08070 6.22076 2.01107
H -0.61165 4.77090 3.39746
H 0.36594 2.63835 2.43343
H 2.16631 -0.30508 1.72067
H 0.69041 0.07427 2.60971
H 1.55623 -1.94397 3.34114
H 1.82890 -2.61351 1.72792
H -1.01307 -2.04040 2.52677
H -0.20109 -3.23614 3.50912
H 0.16001 -4.72489 1.70701
H -0.24088 -3.52377 0.48775
H -2.15682 -4.73132 2.58366
H -2.03592 -5.24085 0.89247
H -3.04631 -2.51590 1.90504
H -4.03257 -3.85974 1.30482
H -3.25153 -3.65151 -0.92332
H -1.88066 -2.67832 -0.47084
H -4.14816 -1.16809 0.39567
H -4.58035 -1.84433 -1.18920
H -3.46548 0.04484 -1.91984
H -2.04232 -0.98322 -1.78924
H -3.04658 0.85875 0.38742
H -1.79146 1.22274 -0.81103
*
```

Löwdin population analysis, charges in e, atoms 1 to 8: atom 1 (C): -0.0604, atom 2 (C): -0.2040, atom 3 (O): -0.0261, atom 4 (C): -0.4014, atom 5 (O): 0.0656, atom 6 (C): -0.1865, atom 7 (C): -0.1801, atom 8 (C): -0.1544


Question: Look up the HOMO of the first one.
Answer: -13.886 eV


Question: What is the strongest force on any atom in the second record?
Answer: 3.72 eV Å⁻¹


Question: Among the records above, which one has the lowest energy relative to the best compared isomer or geometry (same formula, charge and spin)?
Answer: C32H41NO3


Question: What is the lowest unoccupied orbital energy in the first record?
Answer: -6.860 eV